1.
The following is a DFT calculation (ωB97M-V/def2-TZVPD) of the molecule C14H21N5O3S at a distorted geometry.

The geometry in ORCA input format:
```
! wB97M-V def2-TZVPD RIJCOSX def2/J DEFGRID3
* xyz 0 1
C -3.98 -0.59 -3.52
C -2.92 0.21 -4.28
C -1.81 0.73 -3.36
C -1.02 -0.38 -2.78
N -0.08 -1.03 -3.41
N 0.41 -1.97 -2.60
C -0.24 -1.89 -1.47
S 0.03 -2.90 -0.08
C 1.86 -2.74 -0.01
C 2.12 -1.51 0.83
O 2.12 -0.38 0.37
N 2.29 -1.78 2.15
C 2.49 -0.85 3.15
C 2.61 0.56 3.07
C 2.80 0.94 4.36
C 3.01 2.27 4.99
O 2.80 -0.14 5.15
N 2.60 -1.25 4.40
N -1.18 -0.90 -1.52
C -1.98 -0.43 -0.43
C -1.19 0.60 0.40
O -1.06 1.77 -0.37
C 0.02 2.58 0.04
H -3.54 -1.45 -3.04
H -4.75 -0.94 -4.21
H -4.46 0.03 -2.77
H -2.47 -0.43 -5.04
H -3.40 1.06 -4.78
H -2.22 1.35 -2.57
H -1.13 1.34 -3.96
H 2.25 -3.65 0.43
H 2.19 -2.61 -1.04
H 2.24 -2.74 2.48
H 2.57 1.16 2.18
H 3.99 2.31 5.46
H 2.95 3.05 4.23
H 2.26 2.44 5.76
H -2.24 -1.28 0.20
H -2.89 0.03 -0.82
H -0.21 0.19 0.64
H -1.73 0.81 1.34
H -0.12 2.95 1.06
H 0.96 2.02 -0.02
H 0.05 3.42 -0.65
*
```

LUMO (eV): 0.5
HOMO (eV): -8.60
ΔE to the lowest compared entry with this formula, charge and spin (kJ/mol): 376.0
SMILES: CCCc1nnc(SCC(=O)Nc2cc(C)on2)n1CCOC
Frontier orbital gap (eV): 9.09
Largest force on an atom (hartree/bohr): 0.026

***

2.
The following is a DFT calculation (ωB97M-V/def2-TZVPD) of the molecule C14H21NO2.

The geometry in ORCA input format:
```
! wB97M-V def2-TZVPD RIJCOSX def2/J DEFGRID3
* xyz 0 1
O -0.73 1.46 -5.94
C -1.50 0.29 -5.76
C -0.76 -0.80 -4.97
N -0.39 -0.46 -3.62
C -1.48 -0.25 -2.68
C -0.93 -0.01 -1.30
C -1.25 1.13 -0.58
C -0.73 1.34 0.68
C 0.13 0.41 1.25
O 0.60 0.73 2.49
C 1.49 -0.15 3.16
C 2.02 0.60 4.39
C 1.82 -0.34 5.57
C 0.57 -1.11 5.20
C 0.78 -1.40 3.71
C 0.46 -0.74 0.53
C -0.07 -0.93 -0.73
H -0.48 1.80 -5.07
H -2.45 0.53 -5.27
H -1.72 -0.07 -6.77
H -1.39 -1.69 -4.93
H 0.16 -1.05 -5.50
H 0.24 0.34 -3.60
H -2.15 0.59 -2.96
H -2.08 -1.17 -2.69
H -1.92 1.87 -1.01
H -0.97 2.23 1.24
H 2.30 -0.43 2.47
H 1.42 1.50 4.51
H 3.06 0.90 4.26
H 1.72 0.20 6.51
H 2.67 -1.02 5.66
H 0.43 -2.02 5.78
H -0.31 -0.48 5.33
H -0.16 -1.59 3.19
H 1.42 -2.28 3.59
H 1.12 -1.48 0.94
H 0.19 -1.82 -1.29
*
```

LUMO (eV): 0.8
HOMO (eV): -8.29
ΔE to the lowest compared entry with this formula, charge and spin (kJ/mol): 113.2
SMILES: OCCNCc1ccc(OC2CCCC2)cc1
Frontier orbital gap (eV): 9.11
Largest force on an atom (hartree/bohr): 0.011

***

3.
The following is a DFT calculation (ωB97M-V/def2-TZVPD) of the molecule C14H21NO2S.

The geometry in ORCA input format:
```
! wB97M-V def2-TZVPD RIJCOSX def2/J DEFGRID3
* xyz 0 1
C -3.51 -3.19 -0.15
O -2.49 -2.52 -0.84
C -2.84 -1.21 -1.22
C -1.67 -0.57 -1.93
C -0.47 -0.41 -0.99
N 0.63 0.26 -1.64
C 1.88 -0.24 -1.66
O 2.19 -1.30 -1.17
C 2.90 0.67 -2.34
C 3.65 1.51 -1.32
S 2.61 2.78 -0.52
C 1.65 1.91 0.70
C 0.43 2.48 1.05
C -0.37 1.88 2.00
C 0.03 0.71 2.63
C -0.84 0.03 3.64
C 1.26 0.16 2.29
C 2.08 0.76 1.34
H -3.13 -4.18 0.09
H -3.77 -2.67 0.78
H -4.42 -3.29 -0.76
H -3.11 -0.63 -0.32
H -3.72 -1.24 -1.88
H -1.38 -1.19 -2.78
H -1.98 0.41 -2.31
H -0.11 -1.39 -0.68
H -0.77 0.16 -0.10
H 0.46 1.19 -1.99
H 2.42 1.32 -3.07
H 3.62 0.04 -2.86
H 4.10 0.89 -0.55
H 4.44 2.09 -1.80
H 0.12 3.39 0.56
H -1.31 2.33 2.26
H -1.71 0.64 3.88
H -1.19 -0.93 3.25
H -0.29 -0.17 4.55
H 1.59 -0.75 2.76
H 3.02 0.30 1.11
*
```

LUMO (eV): 0.7
HOMO (eV): -8.09
ΔE to the lowest compared entry with this formula, charge and spin (kJ/mol): 25.4
SMILES: COCCCNC(=O)CCSc1ccc(C)cc1
Frontier orbital gap (eV): 8.82
Largest force on an atom (hartree/bohr): 0.014

***

4.
The following is a DFT calculation (ωB97M-V/def2-TZVPD) of a 3-piece molecular cluster, C14H21NO8 overall at a distorted geometry.

The geometry in ORCA input format:
```
! wB97M-V def2-TZVPD RIJCOSX def2/J DEFGRID3
* xyz 0 1
O 0.93 -0.99 1.62
N 1.04 -1.41 2.75
O 0.14 -1.89 3.41
C 2.36 -1.34 3.38
C 2.52 -1.86 4.65
C 3.75 -1.73 5.25
C 4.78 -1.05 4.63
C 4.59 -0.51 3.36
C 3.35 -0.62 2.75
H 1.67 -2.29 5.15
H 3.91 -2.15 6.24
H 5.76 -0.98 5.09
H 5.40 -0.01 2.84
H 3.17 -0.16 1.79
C -1.85 -1.19 -6.86
C -0.50 -1.39 -6.21
O -0.69 -1.90 -4.89
C 0.22 -1.56 -3.97
O 1.07 -0.72 -4.08
O 0.03 -2.34 -2.90
C 0.63 -1.93 -1.69
H -2.53 -0.72 -6.14
H -2.34 -2.13 -7.10
H -1.76 -0.54 -7.73
H 0.08 -0.47 -6.19
H 0.11 -2.11 -6.78
H 1.44 -1.23 -1.89
H 1.01 -2.78 -1.12
H -0.11 -1.43 -1.07
C -2.65 5.41 0.85
C -2.47 4.03 0.26
O -2.55 3.10 1.37
C -2.44 1.82 1.03
O -2.26 1.41 -0.08
O -2.70 1.09 2.12
C -2.60 -0.32 1.97
H -3.50 5.45 1.52
H -2.73 6.14 0.04
H -1.76 5.70 1.41
H -1.49 3.93 -0.20
H -3.27 3.77 -0.43
H -2.22 -0.60 1.00
H -3.59 -0.77 2.10
H -1.96 -0.72 2.75
*
```

LUMO (eV): -0.7
HOMO (eV): -10.34
ΔE to the lowest compared entry with this formula, charge and spin (kJ/mol): 125.7
SMILES: O=[N+]([O-])c1ccccc1.CCOC(=O)OC.CCOC(=O)OC
Frontier orbital gap (eV): 9.68
Largest force on an atom (hartree/bohr): 0.022

***

5.
The following is a DFT calculation (ωB97M-V/def2-TZVPD) of C14H22BCaF10N4O6S2 as an isolated structure at a distorted geometry.

The geometry in ORCA input format:
```
! wB97M-V def2-TZVPD RIJCOSX def2/J DEFGRID3
* xyz 1 1
Ca 1.44 2.20 -2.28
C 4.33 0.50 6.29
C 4.40 0.92 4.85
N 3.33 0.23 4.10
C 3.46 -0.88 3.32
C 2.24 -1.14 2.79
N 1.39 -0.15 3.21
C 2.06 0.65 4.05
C -0.06 -0.04 3.04
H 5.05 1.07 6.89
H 4.52 -0.56 6.43
H 3.42 0.77 6.84
H 5.34 0.61 4.40
H 4.34 2.00 4.76
H 4.39 -1.41 3.27
H 1.88 -1.95 2.17
H 1.68 1.32 4.81
H -0.41 -0.50 2.13
H -0.30 0.99 3.28
H -0.52 -0.65 3.82
C -6.35 -0.12 -0.23
C -5.20 -1.11 -0.08
N -4.62 -1.53 -1.34
C -5.25 -1.80 -2.53
C -4.29 -2.11 -3.45
N -3.07 -2.05 -2.80
C -3.33 -1.67 -1.54
C -1.73 -2.29 -3.31
H -7.17 -0.47 -0.86
H -6.03 0.85 -0.60
H -6.83 -0.11 0.75
H -5.66 -2.01 0.36
H -4.41 -0.79 0.59
H -6.33 -1.74 -2.53
H -4.40 -2.64 -4.38
H -2.54 -1.52 -0.82
H -1.19 -2.90 -2.58
H -1.17 -1.37 -3.29
H -1.74 -2.74 -4.29
B -0.30 0.27 -0.89
F -1.43 0.48 -0.09
F 0.77 1.06 -0.37
F 0.10 -1.05 -0.92
F -0.54 0.74 -2.20
C 4.43 1.18 0.68
F 3.50 0.23 0.59
F 5.15 1.11 1.80
F 5.31 1.04 -0.34
S 3.56 2.82 0.61
O 2.91 2.88 -0.72
O 2.60 2.64 1.69
O 4.61 3.81 0.80
C -0.48 0.00 -5.81
F -1.76 0.04 -5.38
F 0.18 -0.86 -5.03
F -0.49 -0.40 -7.07
S 0.20 1.78 -5.70
O 1.36 1.84 -6.57
O -0.89 2.64 -6.08
O 0.53 1.90 -4.26
*
```

LUMO (eV): -2.4
HOMO (eV): -11.81
Frontier orbital gap (eV): 9.36
Largest force on an atom (hartree/bohr): 0.047

***

6.
The following is a DFT calculation (ωB97M-V/def2-TZVPD) of C14H22Cl2N5O2RhSe as an isolated structure at a distorted geometry.

The geometry in ORCA input format:
```
! wB97M-V def2-TZVPD RIJCOSX def2/J DEFGRID3
* xyz 2 1
Rh -0.31 -0.36 0.61
N 1.73 -0.22 0.07
C 2.19 1.19 -0.01
C 1.28 2.00 0.87
N -0.10 1.64 0.49
C -1.20 2.34 1.19
C -2.47 1.71 0.69
N -2.33 0.25 0.88
H 2.24 -0.74 0.78
H 1.88 -0.73 -0.80
H 2.12 1.51 -1.05
H 3.22 1.31 0.30
H 1.46 3.07 0.77
H 1.41 1.73 1.92
H -0.21 1.80 -0.52
H -1.17 3.42 1.03
H -1.07 2.16 2.26
H -2.60 1.91 -0.38
H -3.34 2.12 1.20
H -2.81 -0.29 0.15
H -2.73 -0.06 1.76
C 1.26 -2.30 5.71
N 0.50 -1.06 5.53
C 0.06 -0.56 4.38
Se 0.36 -1.42 2.72
N -0.60 0.58 4.64
C -0.58 0.84 6.02
C -1.11 1.86 6.79
C -0.89 1.77 8.15
C -0.18 0.71 8.72
C 0.34 -0.31 7.95
C 0.12 -0.22 6.58
H 1.45 -2.77 4.75
H 0.68 -2.98 6.33
H 2.21 -2.07 6.20
H -1.05 1.15 3.95
H -1.65 2.69 6.36
H -1.29 2.55 8.80
H -0.05 0.68 9.79
H 0.88 -1.14 8.39
Cl 0.59 -4.63 -1.95
C -0.79 -4.21 -0.94
Cl -0.96 -5.29 0.45
C -0.65 -2.81 -0.41
O -1.60 -2.00 -0.50
O 0.42 -2.45 0.17
H -1.69 -4.29 -1.54
*
```

LUMO (spin up / spin down) (eV): -8.4 / -8.4
HOMO (spin up / spin down) (eV): -14.46 / -14.46
ΔE to the lowest compared entry with this formula, charge and spin (kJ/mol): 109.2
Frontier orbital gap (spin up / spin down) (eV): 6.08 / 6.08
Largest force on an atom (hartree/bohr): 0.034

***

7.
The following is a DFT calculation (ωB97M-V/def2-TZVPD) of C14H22CoF3GeNO4S2 as an isolated structure.

The geometry in ORCA input format:
```
! wB97M-V def2-TZVPD RIJCOSX def2/J DEFGRID3
* xyz 0 2
Co -0.36 -0.64 -1.26
F -3.98 1.48 -5.80
C -3.70 0.80 -4.68
F -4.03 -0.48 -4.89
F -4.51 1.27 -3.72
C -2.25 0.95 -4.30
C -1.38 1.71 -5.06
C -0.04 1.84 -4.70
C 0.39 1.19 -3.56
N -0.45 0.45 -2.83
C -1.75 0.31 -3.16
S -2.51 -0.70 -1.98
H -1.75 2.20 -5.95
H 0.64 2.43 -5.28
H 1.41 1.24 -3.20
O 2.44 -1.42 1.23
S 1.22 -1.03 0.60
O 0.40 -0.17 1.58
O 0.26 -2.06 0.14
O 1.41 -0.17 -0.62
C 4.93 3.36 4.61
C 4.15 2.33 3.81
C 3.36 2.96 2.67
C 2.57 1.94 1.84
Ge 1.13 1.03 2.79
C -0.45 2.11 3.17
C -0.17 3.38 3.98
C 0.52 3.12 5.31
C 0.76 4.40 6.09
H 5.50 2.89 5.41
H 4.27 4.10 5.05
H 5.64 3.89 3.97
H 3.47 1.79 4.48
H 4.82 1.57 3.40
H 4.05 3.49 2.01
H 2.69 3.72 3.07
H 3.23 1.17 1.45
H 2.10 2.42 0.97
H 1.60 0.14 3.95
H -1.17 1.47 3.67
H -0.88 2.36 2.20
H -1.12 3.90 4.16
H 0.44 4.07 3.39
H 1.48 2.61 5.14
H -0.09 2.43 5.90
H 1.40 5.08 5.53
H 1.25 4.20 7.05
H -0.18 4.92 6.30
*
```

LUMO (spin up / spin down) (eV): -0.2 / -0.1
HOMO (spin up / spin down) (eV): -8.67 / -8.71
ΔE to the lowest compared entry with this formula, charge and spin (kJ/mol): 0.0
Frontier orbital gap (spin up / spin down) (eV): 8.45 / 8.57
Largest force on an atom (hartree/bohr): 0.012

***

8.
The following is a DFT calculation (ωB97M-V/def2-TZVPD) of C14H22MoNO6 as an isolated structure at a distorted geometry.

The geometry in ORCA input format:
```
! wB97M-V def2-TZVPD RIJCOSX def2/J DEFGRID3
* xyz 3 1
Mo 0.25 0.55 -0.42
C -1.18 0.45 2.07
O 0.22 0.51 1.62
C 0.86 1.82 1.86
C 0.41 2.91 0.87
O 0.81 2.52 -0.49
C 0.39 3.50 -1.49
H -1.27 0.76 3.11
H -1.52 -0.57 1.98
H -1.80 1.07 1.47
H 1.93 1.66 1.75
H 0.66 2.14 2.88
H 0.90 3.85 1.12
H -0.66 3.06 0.90
H 0.85 4.47 -1.26
H -0.69 3.60 -1.51
H 0.74 3.16 -2.46
O -3.59 1.84 -0.45
C -2.58 1.20 -0.44
O -1.36 1.71 -0.44
C -2.61 -0.28 -0.43
C -3.82 -0.99 -0.44
C -3.78 -2.35 -0.43
C -2.51 -3.00 -0.42
C -1.36 -2.29 -0.42
N -1.42 -0.83 -0.42
H -4.77 -0.46 -0.45
H -4.70 -2.93 -0.44
H -2.48 -4.08 -0.42
H -0.44 -2.81 -0.41
C 3.18 -2.00 -1.18
C 3.34 -1.36 0.21
C 1.91 -1.49 0.76
O 0.97 -1.41 -0.41
C 1.77 -1.56 -1.63
H 3.19 -3.08 -1.07
H 3.95 -1.71 -1.89
H 3.62 -0.32 0.10
H 4.09 -1.83 0.84
H 1.67 -0.73 1.46
H 1.77 -2.45 1.25
H 1.79 -0.59 -2.14
H 1.30 -2.29 -2.29
O 1.95 0.63 -0.42
*
```

LUMO (eV): -15.4
HOMO (eV): -20.74
ΔE to the lowest compared entry with this formula, charge and spin (kJ/mol): 640.1
Frontier orbital gap (eV): 5.37
Largest force on an atom (hartree/bohr): 0.081

***

9.
The following is a DFT calculation (ωB97M-V/def2-TZVPD) of the molecule C14H22N2O3.

The geometry in ORCA input format:
```
! wB97M-V def2-TZVPD RIJCOSX def2/J DEFGRID3
* xyz 0 1
C -2.15 -2.83 -0.57
C -2.82 -1.52 -0.16
C -4.06 -1.80 0.68
N -1.85 -0.75 0.60
C -2.23 0.58 1.05
C -2.69 1.59 -0.03
O -3.05 2.81 0.58
C -1.62 1.84 -1.12
O -0.43 2.32 -0.53
C 0.62 1.49 -0.30
C 0.92 0.33 -1.01
C 2.04 -0.42 -0.69
C 2.89 -0.04 0.33
C 4.12 -0.83 0.66
C 5.40 -0.14 0.18
N 5.31 0.35 -1.08
O 6.41 -0.07 0.83
C 2.61 1.13 1.03
C 1.49 1.88 0.73
H -2.84 -3.46 -1.12
H -1.82 -3.36 0.32
H -1.28 -2.64 -1.19
H -3.14 -0.99 -1.09
H -3.76 -2.22 1.64
H -4.62 -0.89 0.87
H -4.71 -2.51 0.17
H -0.97 -0.71 0.11
H -3.04 0.49 1.77
H -1.36 1.00 1.57
H -3.60 1.23 -0.52
H -2.24 3.23 0.89
H -1.47 0.93 -1.71
H -1.98 2.63 -1.78
H 0.30 0.01 -1.84
H 2.25 -1.31 -1.26
H 4.22 -0.97 1.74
H 4.08 -1.81 0.19
H 4.44 0.36 -1.58
H 6.09 0.85 -1.47
H 3.26 1.45 1.83
H 1.27 2.79 1.27
*
```

LUMO (eV): 0.6
HOMO (eV): -8.72
ΔE to the lowest compared entry with this formula, charge and spin (kJ/mol): 140.8
SMILES: CC(C)NC[C@@H](O)COc1ccc(CC(N)=O)cc1
Frontier orbital gap (eV): 9.34
Largest force on an atom (hartree/bohr): 0.015

***

10.
The following is a DFT calculation (ωB97M-V/def2-TZVPD) of a 2-piece molecular cluster, C14H22N3O3 overall at a distorted geometry.

The geometry in ORCA input format:
```
! wB97M-V def2-TZVPD RIJCOSX def2/J DEFGRID3
* xyz 1 1
C 1.11 -1.97 2.03
C 2.62 -2.37 1.72
O 3.18 -1.56 0.63
O 4.41 -1.09 1.04
C 4.44 0.30 1.09
O 5.52 0.83 1.10
C 3.19 1.23 1.19
C 3.26 2.38 2.15
C 2.12 3.30 2.24
N 0.98 3.15 1.45
C 0.85 2.08 0.58
C -0.45 1.85 -0.31
N -1.15 0.72 0.33
C -1.73 1.16 1.65
C 1.95 1.09 0.41
H 1.01 -0.85 2.17
H 0.40 -2.36 1.25
H 0.81 -2.46 3.01
H 3.24 -2.16 2.63
H 2.62 -3.44 1.40
H 4.14 2.59 2.81
H 2.13 4.20 2.91
H 0.20 3.82 1.51
H -0.10 1.49 -1.31
H -1.08 2.78 -0.39
H -1.91 0.39 -0.30
H -2.83 0.90 1.73
H -1.62 2.27 1.80
H -1.12 0.64 2.44
H 1.87 0.23 -0.29
C -2.19 -2.56 -3.61
C -3.59 -2.25 -3.09
C -4.01 -0.80 -3.31
C -3.22 0.14 -2.53
N -2.59 0.88 -1.91
H -1.43 -1.98 -3.07
H -1.96 -3.61 -3.48
H -2.11 -2.32 -4.67
H -3.64 -2.50 -2.02
H -4.30 -2.90 -3.60
H -5.06 -0.68 -3.04
H -3.94 -0.55 -4.38
*
```

LUMO (eV): -4.6
HOMO (eV): -12.23
ΔE to the lowest compared entry with this formula, charge and spin (kJ/mol): 216.0
Frontier orbital gap (eV): 7.61
Largest force on an atom (hartree/bohr): 0.060

***

11.
The following is a DFT calculation (ωB97M-V/def2-TZVPD) of C14H22N6OS2V as an isolated structure at a distorted geometry.

The geometry in ORCA input format:
```
! wB97M-V def2-TZVPD RIJCOSX def2/J DEFGRID3
* xyz 2 2
V 0.46 0.30 0.05
C -2.44 -4.34 0.31
C -1.92 -3.37 1.31
N -2.08 -3.43 2.59
N -1.44 -2.32 3.08
C -0.89 -1.58 2.13
S -0.05 -0.09 2.27
N -1.19 -2.23 0.99
N -0.74 -1.78 -0.26
H -2.99 -5.11 0.84
H -1.63 -4.81 -0.25
H -3.11 -3.85 -0.40
H -1.43 -2.14 4.07
H -1.55 -1.52 -0.82
H -0.25 -2.54 -0.71
C -2.23 4.87 -1.24
C -2.34 3.36 -1.40
S -0.71 2.63 -1.52
O -0.90 1.14 -1.06
C -0.46 2.50 -3.29
C -1.47 1.63 -4.03
H -3.23 5.29 -1.17
H -1.73 5.34 -2.09
H -1.69 5.14 -0.33
H -2.92 3.07 -2.28
H -2.77 2.88 -0.52
H 0.56 2.10 -3.37
H -0.43 3.53 -3.65
H -1.68 0.72 -3.49
H -1.05 1.36 -5.00
H -2.40 2.16 -4.22
N 4.23 -0.89 -1.41
C 3.08 -1.20 -0.82
N 2.40 -0.13 -0.45
C 3.19 0.97 -0.82
C 2.98 2.33 -0.64
C 3.95 3.19 -1.13
C 5.09 2.70 -1.79
C 5.32 1.35 -1.94
C 4.34 0.50 -1.44
H 4.91 -1.55 -1.75
H 2.76 -2.22 -0.66
H 2.14 2.72 -0.08
H 3.83 4.26 -1.00
H 5.83 3.41 -2.15
H 6.22 0.98 -2.42
*
```

LUMO (spin up / spin down) (eV): -5.4 / -5.4
HOMO (spin up / spin down) (eV): -13.76 / -13.19
ΔE to the lowest compared entry with this formula, charge and spin (kJ/mol): 31.2
Frontier orbital gap (spin up / spin down) (eV): 8.35 / 7.82
Largest force on an atom (hartree/bohr): 0.021